Record 1
The following is a quantum chemistry calculation of a structure of composition C31H24Cl5N6O3SZn, from the Open Molecules 2025 dataset.

Last column: Löwdin charge in e.
CARTESIAN COORDINATES (ANGSTROEM)
Zn: -0.2387 0.1523 0.1249  0.625
C: -2.1452 2.1533 5.6335  -0.095
C: -2.0482 0.8948 4.7754  -0.286
N: -0.7461 0.7443 4.1662  -0.021
C: -0.4232 1.0196 2.8835  -0.795
S: -1.6401 1.4542 1.7347  0.600
N: 0.8877 0.9941 2.6363  -0.002
N: 1.1266 1.0992 1.3179  -0.087
C: 2.1874 1.6450 0.8583  -0.266
C: 3.3071 2.0842 1.7481  -0.023
C: 2.1555 1.9495 -0.5894  -0.224
C: 3.2670 2.3915 -1.3033  -0.014
C: 3.1029 2.8073 -2.6127  -0.063
C: 1.8425 2.7695 -3.1884  -0.069
C: 0.7977 2.2742 -2.4242  -0.112
N: 0.9460 1.8850 -1.1651  0.092
H: -3.1497 2.2514 6.0517  0.066
H: -1.4337 2.1182 6.4613  0.064
H: -1.9349 3.0350 5.0267  0.070
H: -2.2549 0.0099 5.3825  0.111
H: -2.7791 0.9270 3.9713  0.057
H: 0.0439 0.5629 4.7653  0.132
H: 3.9452 1.2290 1.9830  0.092
H: 3.9117 2.8642 1.2882  0.064
H: 2.8902 2.4525 2.6845  0.070
H: 4.2444 2.3934 -0.8414  0.107
H: 3.9547 3.1545 -3.1849  0.104
H: 1.6730 3.0952 -4.2053  0.097
H: -0.2027 2.1837 -2.8350  0.123
Cl: -3.9327 -6.4014 -0.3202  0.620
C: -3.0411 -4.9742 0.0809  -0.734
C: -1.6583 -4.9310 -0.0813  -0.715
Cl: -0.8300 -6.3347 -0.6589  0.648
C: -0.9464 -3.7865 0.2405  -0.600
Cl: 0.7777 -3.7787 0.1248  0.731
C: -1.5644 -2.5991 0.7328  -0.490
O: -0.8785 -1.5741 1.0554  -0.193
C: -2.9724 -2.6966 0.9003  -0.602
Cl: -3.7969 -1.3248 1.5349  0.685
C: -3.6850 -3.8475 0.5869  -0.708
Cl: -5.3928 -3.9081 0.8483  0.643
O: 2.4014 -1.0249 -0.8628  0.032
C: 1.5674 -1.0542 -1.7491  -0.588
N: 1.8485 -1.3277 -3.0776  0.158
C: 0.6253 -1.4418 -3.8501  -0.271
C: -0.4209 -1.0314 -2.7705  -0.449
O: -1.6139 -0.9267 -2.9863  0.061
N: 0.2214 -0.7861 -1.6069  0.098
C: 0.4316 -2.8602 -4.3785  -0.131
C: -0.5051 -3.7364 -3.8463  -0.001
C: -0.5951 -5.0368 -4.3286  -0.075
C: 0.2352 -5.4679 -5.3502  -0.096
C: 1.1658 -4.5918 -5.8963  -0.088
C: 1.2617 -3.2985 -5.4105  -0.034
C: 0.5737 -0.4496 -5.0100  -0.150
C: -0.6128 -0.3017 -5.7291  -0.013
C: -0.6805 0.5832 -6.7930  -0.076
C: 0.4438 1.3084 -7.1740  -0.104
C: 1.6282 1.1486 -6.4737  -0.103
C: 1.6895 0.2831 -5.3866  -0.055
H: 2.6436 -1.9073 -3.2897  0.149
H: -1.1737 -3.4010 -3.0621  0.115
H: -1.3158 -5.7151 -3.8920  0.096
H: 0.1644 -6.4829 -5.7211  0.097
H: 1.8077 -4.9122 -6.7078  0.097
H: 1.9811 -2.6123 -5.8451  0.115
H: -1.4809 -0.8724 -5.4274  0.119
H: -1.6135 0.7006 -7.3305  0.099
H: 0.3908 1.9967 -8.0087  0.094
H: 2.5126 1.6966 -6.7781  0.098
H: 2.6064 0.1892 -4.8182  0.108

Properties
Energy relative to the best compared isomer or geometry (same formula, charge and spin) in kJ/mol: 0.00
Total charge: -1
Multiplicity: 1

---

Record 2
The following is a quantum chemistry calculation of a structure of composition C31H54GeN7NiO2P in a non-equilibrium geometry, from the Open Molecules 2025 dataset.

Last column: Löwdin charge in e.
CARTESIAN COORDINATES (ANGSTROEM)
Ni: -0.5206 -1.4843 -0.0578  0.359
C: -4.1596 0.5844 0.2444  -0.040
C: -5.1065 -0.2345 -0.3274  -0.051
C: -4.8395 -1.5979 -0.4162  -0.009
C: -3.6299 -2.0757 0.0433  -0.218
N: -2.6665 -1.2702 0.4865  0.091
C: -2.9413 0.0242 0.6167  -0.108
C: -3.3995 -3.5579 0.1901  -0.233
C: -3.9844 -4.4789 -0.6697  -0.024
C: -3.8475 -5.8318 -0.3986  -0.064
C: -3.1381 -6.2262 0.7233  -0.088
C: -2.5614 -5.2367 1.5034  -0.141
N: -2.6721 -3.9306 1.2425  0.148
H: -4.3265 1.6463 0.3807  0.107
H: -6.0506 0.1627 -0.6810  0.110
H: -5.5904 -2.2834 -0.7883  0.111
H: -2.1169 0.6144 0.9827  0.044
H: -4.5213 -4.1477 -1.5515  0.122
H: -4.2931 -6.5667 -1.0569  0.114
H: -3.0300 -7.2716 0.9880  0.110
H: -1.9776 -5.4979 2.3790  0.116
N: 0.1160 0.1051 0.6742  -0.214
P: 0.4134 1.5156 0.2583  0.534
N: 0.2810 2.0035 -1.3583  -0.208
C: -1.0678 2.0988 -1.9157  -0.230
C: -1.0314 2.8997 -3.2090  -0.188
C: -0.0862 2.2422 -4.2147  -0.206
C: 1.2921 2.0203 -3.5914  -0.182
C: 1.1601 1.2620 -2.2812  -0.221
N: 1.9852 2.0748 0.5828  -0.176
C: 2.6065 3.1851 -0.1796  -0.225
C: 3.4775 4.0630 0.7046  -0.194
C: 4.4714 3.1956 1.4708  -0.189
C: 3.7349 2.1929 2.3790  -0.165
C: 2.2512 2.0852 2.0347  -0.223
N: -0.5745 2.6535 1.0251  -0.198
C: -1.2654 2.3398 2.2904  -0.227
C: -1.0388 3.4297 3.3302  -0.177
C: -1.5705 4.7947 2.8421  -0.189
C: -1.5701 4.8617 1.3072  -0.181
C: -0.3843 4.0837 0.7574  -0.217
H: -1.7325 2.5576 -1.1834  0.098
H: -1.4615 1.0898 -2.1314  0.119
H: -0.6756 3.9101 -2.9811  0.110
H: -2.0403 2.9870 -3.6222  0.108
H: -0.0064 2.8457 -5.1218  0.104
H: -0.5033 1.2708 -4.5086  0.112
H: 1.7662 2.9872 -3.3902  0.110
H: 1.9409 1.4677 -4.2761  0.111
H: 2.1325 1.1033 -1.8170  0.087
H: 0.7350 0.2683 -2.4773  0.102
H: 1.8578 3.7773 -0.6985  0.088
H: 3.2587 2.7632 -0.9558  0.105
H: 2.8628 4.6432 1.4008  0.104
H: 4.0001 4.7790 0.0670  0.112
H: 5.1521 3.8141 2.0586  0.102
H: 5.0827 2.6563 0.7410  0.107
H: 3.8062 2.5066 3.4232  0.108
H: 4.2020 1.2110 2.3131  0.091
H: 1.7128 2.9124 2.5185  0.087
H: 1.8443 1.1648 2.4481  0.091
H: -0.9200 1.3706 2.6452  0.103
H: -2.3515 2.2504 2.1319  0.099
H: 0.0292 3.4993 3.5465  0.091
H: -1.5292 3.1354 4.2597  0.109
H: -0.9392 5.5938 3.2372  0.104
H: -2.5782 4.9731 3.2251  0.102
H: -1.5423 5.8965 0.9615  0.109
H: -2.4859 4.4133 0.9059  0.108
H: 0.5367 4.4641 1.2301  0.108
H: -0.2726 4.2361 -0.3163  0.098
N: -0.2307 -6.1443 -1.8527  0.036
C: -0.6680 -5.0387 -0.9998  -0.161
C: -1.1757 -3.8994 -1.8507  -0.498
O: -1.5780 -4.2311 -3.0653  0.145
O: -1.2729 -2.7530 -1.4737  0.024
H: -0.2142 -7.0180 -1.3475  0.084
H: 0.7108 -5.9770 -2.1896  0.094
H: -1.3724 -5.1867 -3.1507  0.106
H: 0.0719 -4.6566 -0.3058  0.115
H: -1.5300 -5.3622 -0.4127  0.069
C: 2.4650 -1.7056 2.2825  -0.226
Ge: 2.7693 -2.0795 0.3913  0.728
C: 3.5431 -3.8783 0.2959  -0.244
C: 4.0644 -0.8667 -0.4139  -0.222
C: 1.1740 -2.0864 -0.6869  -0.322
H: 1.5200 -1.1632 2.3598  -0.021
H: 3.2682 -1.1008 2.7160  0.006
H: 2.3978 -2.6421 2.8466  0.012
H: 4.4286 -3.9611 0.9362  0.014
H: 3.8352 -4.1217 -0.7316  0.011
H: 2.8086 -4.6193 0.6347  0.004
H: 5.0119 -0.8399 0.1347  0.017
H: 3.6305 0.1362 -0.4370  -0.017
H: 4.2659 -1.1926 -1.4403  0.019
H: 1.0205 -3.1149 -1.0288  -0.030
H: 1.3476 -1.4919 -1.5842  -0.012

Properties
Energy relative to the best compared isomer or geometry (same formula, charge and spin) in kJ/mol: 156.52
Total charge: 0
Multiplicity: 1

---

Record 3
The following is a quantum chemistry calculation of a structure of composition C29H28BF7O2 in a non-equilibrium geometry, from the Open Molecules 2025 dataset.

Last column: Löwdin charge in e.
CARTESIAN COORDINATES (ANGSTROEM)
F: 2.2983 0.3164 -5.0221  0.045
C: 2.5821 0.2416 -3.6785  -0.219
C: 3.9001 0.0358 -3.2679  0.068
C: 4.0916 -0.0868 -1.8976  -0.228
F: 5.3825 -0.2256 -1.4398  0.042
C: 3.0645 -0.0817 -0.9682  0.055
C: 1.7678 0.2469 -1.3983  -0.167
C: 0.6756 0.5308 -0.3562  -0.066
C: -0.1469 1.6680 -0.9035  -0.187
C: 0.4209 2.9317 -0.7352  0.042
C: -0.2571 4.0582 -1.1745  -0.226
F: 0.2916 5.3021 -0.9497  0.045
C: -1.4682 3.9715 -1.8542  0.070
C: -2.0263 2.6932 -2.0037  -0.207
F: -3.2217 2.5371 -2.6815  0.034
C: -1.4037 1.5397 -1.5069  0.026
C: 1.5125 0.3377 -2.7870  0.049
H: 4.7262 0.0960 -3.9840  0.138
H: 3.2372 -0.2967 0.0816  0.142
H: 1.1914 0.7861 0.5867  0.126
H: 1.4033 3.0575 -0.2913  0.143
H: -1.9781 4.8474 -2.2484  0.132
H: -1.8716 0.5603 -1.5731  0.125
H: 0.5021 0.5054 -3.1643  0.134
C: 0.2706 -4.1415 0.7837  -0.003
C: 0.4736 -3.1390 -0.3780  -0.385
C: 1.6007 -3.4954 -1.3122  0.001
C: -0.8637 -2.6455 -1.2097  -0.425
C: -0.8847 -2.4307 -2.7396  -0.002
C: -2.0262 -3.5358 -0.9210  -0.019
O: -1.0585 -1.3012 -0.7114  0.124
B: 0.2726 -0.9563 -0.4882  -0.711
C: -0.9860 0.6514 2.2142  -0.228
C: -1.8919 1.4159 1.4642  -0.017
C: -1.9538 2.7376 1.8492  0.017
C: -0.8281 3.1966 2.5328  -0.154
C: -0.9049 4.5479 3.1321  -0.553
F: -0.5997 4.5249 4.4604  0.121
F: -0.0033 5.3699 2.5228  0.117
F: -2.1271 5.1317 3.0254  0.118
C: 0.3759 2.5030 2.6777  0.004
C: 0.3028 1.1340 2.5145  -0.046
C: -1.5057 -0.4976 2.8518  -0.235
C: -0.5666 -1.5849 3.2672  -0.131
C: -1.1479 -0.7143 4.3375  -0.054
O: 1.0009 -1.9066 0.2022  0.119
H: 0.0886 -5.1854 0.4803  0.097
H: 1.1800 -4.1623 1.3976  0.097
H: -0.5376 -3.8644 1.4721  0.060
H: 1.4644 -4.4195 -1.8682  0.097
H: 1.6882 -2.6574 -2.0161  0.090
H: 2.5188 -3.5309 -0.7195  0.105
H: -0.6187 -3.2938 -3.3717  0.100
H: -1.9110 -2.1675 -3.0380  0.098
H: -0.2786 -1.5684 -3.0502  0.073
H: -1.7673 -4.4827 -1.4229  0.111
H: -2.1468 -3.6899 0.1527  0.083
H: -2.9384 -3.1231 -1.3689  0.099
H: -2.6222 0.9257 0.8135  0.133
H: -2.8169 3.3838 1.6430  0.139
H: 1.2579 3.0204 3.0321  0.133
H: 1.1066 0.4199 2.6755  0.129
H: -2.4578 -0.8838 2.4405  0.159
H: -0.9110 -2.6216 3.1492  0.096
H: 0.4861 -1.4956 2.9622  0.103
H: -0.4842 0.0649 4.7556  0.115
H: -1.9235 -1.1054 5.0233  0.112

Properties
Energy relative to the best compared isomer or geometry (same formula, charge and spin) in kJ/mol: 116.71
Total charge: 0
Multiplicity: 1

---

What is the total charge in the third record? 0

---

The lowest total charge belongs to which entry? C31H24Cl5N6O3SZn